[1]
C11H11N | ωB97M-V/def2-TZVPD

XYZ file:
```
23
Properties=species:S:1:pos:R:3:mulliken_charge:R:1
C -3.210 0.569 0.484 -0.412
C -2.192 1.436 0.771 -0.700
C -0.899 1.250 0.250 -0.325
C -0.700 0.181 -0.609 0.166
C -1.740 -0.701 -0.906 -0.633
C -3.001 -0.495 -0.343 -0.289
H -4.207 0.711 0.909 0.344
H -2.396 2.310 1.391 0.323
H -0.031 1.898 0.520 0.074
H 0.252 0.013 -1.091 0.851
H -1.564 -1.489 -1.643 0.353
H -3.839 -1.170 -0.605 0.321
C 2.245 -0.639 1.239 -0.361
C 2.606 -1.619 0.344 -0.498
C 2.350 -1.318 -1.014 0.081
N 1.975 -0.206 -1.432 -0.662
C 1.844 0.858 -0.616 -0.325
C 1.988 0.632 0.709 -0.232
H 2.235 -0.773 2.281 0.455
H 2.926 -2.676 0.640 0.284
H 2.294 -2.167 -1.865 0.275
H 1.535 1.921 -0.795 0.482
H 1.528 1.472 1.381 0.430
```

Its maximum force is 5.68 eV/A. For the HOMO energy, the calculation gives -9.182 eV. The gap between HOMO and LUMO is 0.3635 Ha. The calculation puts the total energy at -480.4255 Eh. As for the spin multiplicity: 1.

[2]
C2H6S5 | ωB97M-V/def2-TZVPD

XYZ file:
```
13
Properties=species:S:1:pos:R:3:mulliken_charge:R:1
S -2.849 -0.783 1.280 -0.099
C -1.586 -0.037 0.296 -0.332
S -1.914 0.896 -1.327 -0.080
S -0.145 -1.345 0.060 -0.072
H -3.632 -1.056 0.277 0.144
H -1.124 0.715 0.865 0.218
H -1.884 1.904 -0.578 0.130
H -1.010 -2.163 -0.394 0.116
S 3.903 -0.943 -0.031 -0.224
C 2.718 0.062 -0.521 -0.182
S 2.321 1.509 0.177 -0.129
H 2.046 -0.173 -1.403 0.335
H 3.155 1.415 1.299 0.175
```

Its maximum force is 3.00 eV/A. For the HOMO energy, the calculation gives -8.717 eV. The gap between HOMO and LUMO is 0.3119 Ha. The calculation puts the total energy at -2070.6579 Eh. As for the spin multiplicity: 1.

[3]
C13H34ClN3O6Ti | ωB97M-V/def2-TZVPD

XYZ file:
```
58
Properties=species:S:1:pos:R:3:mulliken_charge:R:1
Ti -1.443 0.457 -0.570 0.786
Cl -4.692 0.478 1.309 -0.872
O -2.935 1.227 -4.417 -0.421
C -3.671 0.213 -4.185 0.609
O -4.762 0.182 -4.745 -0.773
O -3.398 -0.557 -3.315 -0.661
H -3.200 1.383 -5.326 0.288
C -0.966 4.458 2.069 -1.347
C -0.663 3.835 3.329 0.224
C -1.609 4.008 4.599 -0.780
O -1.312 3.082 5.606 -0.316
C -2.246 3.101 6.697 -0.781
N -0.660 2.403 2.997 -0.532
H -0.123 4.268 1.404 0.318
H -1.106 5.526 2.231 0.363
H -1.796 3.972 1.556 0.282
H 0.339 4.107 3.659 0.316
H -2.634 3.892 4.248 0.390
H -1.407 4.956 5.097 0.466
H -2.575 4.045 7.133 0.310
H -1.697 2.550 7.461 0.261
H -3.159 2.541 6.497 0.321
H 0.004 2.020 3.655 0.260
H -1.613 2.196 3.259 0.267
C -0.419 -5.172 2.232 -1.663
C 0.314 -3.930 2.052 0.513
C 1.825 -3.973 1.699 -0.722
O 2.695 -4.612 2.707 -0.344
C 3.722 -5.465 2.137 -0.777
N -0.356 -3.121 1.186 -0.601
H -0.071 -5.733 3.099 0.349
H -0.401 -5.866 1.392 0.398
H -1.485 -4.952 2.289 0.448
H 0.289 -3.482 3.046 0.236
H 2.277 -2.983 1.640 0.320
H 1.830 -4.528 0.760 0.334
H 4.375 -4.800 1.572 0.321
H 3.545 -6.324 1.491 0.314
H 4.362 -5.842 2.934 0.276
H -0.681 -3.737 0.455 0.286
H -1.189 -2.976 1.738 0.314
C 1.733 -0.076 -3.048 -1.535
C 1.700 1.245 -3.762 0.427
C 1.451 1.101 -5.270 -0.660
O 2.355 0.237 -5.990 -0.355
C 2.073 0.195 -7.415 -0.777
N 0.641 2.019 -3.131 -0.584
H 1.817 -0.125 -1.962 0.404
H 2.664 -0.489 -3.435 0.357
H 0.942 -0.770 -3.330 0.299
H 2.695 1.688 -3.710 0.322
H 1.487 2.102 -5.700 0.369
H 0.467 0.641 -5.367 0.371
H 1.717 1.121 -7.867 0.301
H 1.296 -0.521 -7.683 0.311
H 2.922 -0.127 -8.019 0.273
H 0.939 2.966 -3.315 0.293
H -0.207 1.944 -3.675 0.201
```

As for the expectation value of S²: 3.7514. Its maximum force is 6.22 eV/A. For the HOMO energy (alpha / beta), the calculation gives -4.219 / -4.264 eV. The charge is -1. The gap between HOMO and LUMO (alpha / beta) is 0.2337 / 0.2096 Ha. The calculation puts the total energy at -2440.8591 Eh. As for the spin multiplicity: 4.

What is the spin multiplicity in the second record?
1

Which of these has the highest spin multiplicity?
C13H34ClN3O6Ti

Which value of total energy does entry 3 give?
-2440.8591 Eh

Which formula does entry 1 have?
C11H11N